(1)
Below is a 9-piece molecular cluster, C10H35F3NO9 overall at a distorted geometry, with properties calculated with ωB97M-V/def2-TZVPD.

Properties
**2S+1**: 2
**Frontier orbital gap (spin up / spin down)**: 2.12 / 7.03 eV
**<S²>**: 0.750
**Net charge**: -2
**Maximum force**: 4.3 eV/A

Geometry as XYZ:
```
58
Properties=species:S:1:pos:R:3:nbo_charge:R:1
N -0.329 -0.229 0.327 -0.96
H -0.183 -0.434 1.305 0.47
H 0.339 0.518 0.197 0.46
H -1.269 0.131 0.239 0.42
H -0.158 -1.024 -0.271 0.42
O 0.166 -0.569 2.928 -1.21
H 1.022 -0.965 3.184 0.37
C 1.695 2.590 -0.597 0.30
O 0.534 2.084 -1.319 -0.58
O 1.765 1.643 0.463 -0.90
C 2.913 2.797 -1.559 0.92
F 3.084 1.732 -2.298 -0.32
F 2.700 3.839 -2.384 -0.35
F 4.087 3.051 -0.937 -0.34
C -0.089 2.848 -2.342 -0.07
C -1.309 2.087 -2.767 -0.68
H -1.876 2.565 -3.566 0.19
H -1.068 1.133 -3.236 0.20
H -1.998 2.024 -1.925 0.22
H 0.568 2.935 -3.208 0.15
H -0.303 3.902 -2.167 0.16
H 1.400 3.562 -0.203 0.11
C 3.817 -1.090 1.174 -0.25
O 3.670 -0.402 -0.086 -0.78
H 4.290 -2.053 0.983 0.14
H 4.494 -0.474 1.765 0.15
H 2.843 -1.229 1.643 0.18
H 3.026 0.286 0.097 0.51
C -2.840 -3.320 1.529 -0.28
O -2.001 -2.929 2.591 -0.74
H -3.836 -3.549 1.909 0.15
H -2.864 -2.452 0.871 0.18
H -2.614 -4.189 0.912 0.13
H -1.103 -3.052 2.276 0.50
C -3.956 0.315 -0.961 -0.81
O -3.000 -0.049 -0.023 -0.78
H -4.933 -0.109 -0.729 0.13
H -4.074 1.395 -0.871 0.13
H -3.650 0.039 -1.970 0.17
H -3.284 0.182 0.865 0.46
C -1.692 3.030 1.050 -0.27
O -1.474 1.977 1.896 -0.71
H -2.446 2.714 0.329 0.15
H -2.116 3.866 1.607 0.13
H -0.735 3.306 0.607 0.19
H -2.299 1.520 2.078 0.44
C 0.914 -1.325 -2.529 -0.28
O 0.470 -2.016 -1.384 -0.75
H 0.304 -1.604 -3.388 0.14
H 0.926 -0.248 -2.359 0.22
H 1.891 -1.649 -2.886 0.16
H 0.690 -2.944 -1.488 0.48
C 1.900 -3.656 2.444 -0.25
O 0.644 -3.061 2.212 -0.80
H 2.602 -3.276 1.703 0.16
H 2.224 -3.282 3.415 0.16
H 1.873 -4.743 2.358 0.16
H 0.644 -2.144 2.495 0.50
```

(2)
Below is a 8-piece molecular cluster, C10H36O13 overall at a distorted geometry, with properties calculated with ωB97M-V/def2-TZVPD.

Properties
**2S+1**: 1
**SMILES**: OCCO.OCCO.OCCO.OCCO.OCCO.O.O.O
**Frontier orbital gap**: 10.14 eV
**ΔE to the lowest compared entry with this formula, charge and spin**: 287.74 kJ/mol
**Maximum force**: 3.4 eV/A

Geometry as XYZ:
```
59
Properties=species:S:1:pos:R:3:nbo_charge:R:1
O -3.122 1.422 3.930 -0.71
C -2.428 0.176 4.006 -0.09
C -1.717 0.179 5.313 -0.08
O -1.849 -1.039 6.031 -0.73
H -3.746 1.216 3.230 0.47
H -3.176 -0.614 3.933 0.18
H -1.717 0.114 3.182 0.17
H -1.955 0.983 6.009 0.18
H -0.656 0.249 5.074 0.15
H -1.351 -0.986 6.850 0.47
O 0.093 5.394 0.611 -0.73
C -1.153 5.170 0.019 -0.10
C -0.881 4.253 -1.244 -0.08
O -0.046 3.233 -0.835 -0.74
H 0.213 6.347 0.599 0.48
H -1.794 4.558 0.654 0.18
H -1.605 6.059 -0.422 0.17
H -0.342 4.675 -2.092 0.15
H -1.767 3.725 -1.597 0.18
H 0.658 3.601 -0.296 0.48
O -5.050 0.651 -0.413 -0.75
C -5.932 -0.468 -0.750 -0.10
C -5.240 -1.473 -1.748 -0.08
O -4.101 -2.067 -1.196 -0.71
H -5.559 1.454 -0.284 0.47
H -6.029 -1.027 0.181 0.18
H -6.859 -0.162 -1.234 0.17
H -4.945 -0.997 -2.683 0.16
H -5.909 -2.309 -1.951 0.18
H -3.368 -1.485 -1.409 0.47
O 1.823 -2.783 3.040 -0.69
C 2.934 -3.415 3.496 -0.08
C 3.505 -4.518 2.607 -0.10
O 2.518 -5.333 1.948 -0.72
H 1.116 -3.176 3.556 0.48
H 3.756 -2.733 3.712 0.17
H 2.732 -3.859 4.471 0.14
H 4.200 -5.219 3.070 0.17
H 3.997 -4.025 1.768 0.17
H 2.201 -5.982 2.581 0.46
O 3.987 2.969 -5.995 -0.72
C 3.502 2.410 -4.806 -0.09
C 4.443 2.170 -3.644 -0.08
O 5.053 3.329 -3.211 -0.70
H 3.345 2.851 -6.699 0.47
H 2.623 3.010 -4.568 0.15
H 3.087 1.429 -5.036 0.16
H 5.217 1.422 -3.818 0.19
H 3.837 1.663 -2.893 0.15
H 4.417 4.042 -3.111 0.47
O 4.394 -3.044 -3.551 -0.94
H 3.720 -2.435 -3.249 0.47
H 4.177 -3.873 -3.124 0.47
O 0.104 -1.073 -1.130 -0.95
H 0.506 -0.271 -1.464 0.48
H 0.146 -0.983 -0.178 0.48
O -0.224 -4.701 -1.969 -0.94
H 0.555 -4.939 -1.465 0.47
H -0.339 -3.765 -1.805 0.48
```

(3)
Below is a 8-piece molecular cluster, C10H37NO8 overall at a distorted geometry, with properties calculated with ωB97M-V/def2-TZVPD.

Properties
**2S+1**: 1
**SMILES**: COC[C@H](C)N.CCO.CCO.CCO.O.O.O.O
**Frontier orbital gap**: 10.28 eV
**ΔE to the lowest compared entry with this formula, charge and spin**: 210.24 kJ/mol
**Maximum force**: 7.6 eV/A

Geometry as XYZ:
```
56
Properties=species:S:1:pos:R:3:nbo_charge:R:1
C 4.887 3.077 1.420 -0.27
O 3.584 2.573 1.306 -0.57
C 3.479 1.269 0.626 -0.07
C 3.671 0.155 1.625 -0.08
C 3.456 -1.174 0.867 -0.62
N 2.652 0.385 2.627 -0.86
H 5.027 3.505 2.504 0.18
H 5.058 3.958 0.761 0.19
H 5.727 2.308 1.380 0.17
H 2.429 1.178 0.200 0.22
H 4.297 1.307 -0.083 0.18
H 4.677 0.237 1.991 0.17
H 2.371 -1.436 0.810 0.22
H 3.954 -1.930 1.443 0.21
H 3.889 -1.099 -0.126 0.21
H 2.682 -0.309 3.353 0.38
H 2.873 1.316 2.946 0.39
C 1.099 0.125 -3.554 -0.62
C 0.163 -0.564 -2.425 -0.05
O -0.025 0.380 -1.429 -0.75
H 1.976 0.523 -3.019 0.21
H 0.592 0.905 -4.169 0.21
H 1.520 -0.604 -4.203 0.20
H 0.681 -1.428 -2.122 0.13
H -0.711 -1.021 -2.860 0.14
H -0.932 0.320 -1.032 0.51
C -1.718 0.339 3.773 -0.65
C -0.462 0.926 3.163 -0.07
O -0.033 0.178 2.031 -0.81
H -1.687 -0.713 3.944 0.24
H -2.634 0.443 3.105 0.19
H -2.118 0.870 4.670 0.22
H 0.348 1.024 3.946 0.17
H -0.732 1.935 2.832 0.16
H 0.955 0.156 2.003 0.52
C -4.785 1.004 -3.933 -0.62
C -3.548 0.674 -3.200 -0.06
O -3.935 0.152 -1.976 -0.76
H -5.349 0.137 -3.832 0.20
H -4.508 1.176 -4.958 0.20
H -5.355 1.826 -3.530 0.21
H -2.976 1.612 -2.986 0.16
H -2.871 0.029 -3.663 0.16
H -4.024 -0.799 -2.035 0.48
O -1.535 -2.895 -0.174 -0.99
H -0.896 -2.909 -0.953 0.50
H -1.905 -2.134 0.101 0.50
O -0.603 -2.830 2.674 -0.96
H -0.868 -3.518 2.001 0.48
H -0.466 -2.123 2.032 0.47
O -4.113 -2.730 -1.628 -0.95
H -3.759 -2.647 -2.468 0.45
H -3.304 -2.819 -1.044 0.50
O -1.918 -0.417 0.187 -0.99
H -2.714 0.116 0.053 0.50
H -1.561 -0.019 1.027 0.52
```